(1)
DFT (ωB97M-V with the def2-TZVPD basis set) results for a molecular structure, C22H31IrNO4PS.

## Properties
HOMO level (spin up / spin down) in eV: -17.7 / -18.1
Spin multiplicity: 6
Energy relative to the best compared isomer or geometry (same formula, charge and spin) in kcal/mol: 0.0
<S²>: 8.7788
E in eV: -55930.891
LUMO level (spin up / spin down) in eV: -9.6 / -12.6
Total charge: +3

Element x y z (Å)
Ir  -0.17968  0.63649  0.29346
S  0.91167  1.97556  4.56355
P  -2.18732  -0.68219  0.26604
O  1.38588  -0.34390  -0.76287
O  -1.74451  -2.18559  0.28400
O  -2.95481  -0.29721  1.57281
O  -3.14400  -0.59243  -0.96245
N  0.37316  0.60624  2.42943
C  0.16633  3.63267  -0.34994
C  1.78768  -1.78065  -0.81066
C  3.11223  -1.97715  -0.12956
C  -2.45301  -3.29193  -0.38627
C  0.27255  -2.44970  4.53688
C  0.04339  -3.92729  4.52996
C  0.81527  -0.47152  5.90488
C  0.18266  -1.66435  3.37274
C  0.59799  1.84032  2.84908
C  -0.30390  -4.46961  3.14547
C  0.40362  -0.31597  3.46307
C  0.78068  5.25996  1.34139
C  0.60185  -1.80970  5.79692
C  0.83253  4.25906  2.30611
C  0.45488  4.95015  0.03017
C  -4.23372  -0.90176  1.96662
C  1.33422  -4.61828  5.04044
C  -1.11630  -4.24367  5.50812
C  0.71229  0.29558  4.72926
C  0.21134  2.62523  0.60007
C  0.54741  2.94487  1.94090
C  -3.88086  0.60580  -1.36088
H  -4.32713  1.08067  -0.48967
H  -0.46900  -5.54348  3.21686
H  3.90448  -1.41252  -0.62306
H  -1.22086  -4.02323  2.75211
H  -1.26948  -5.32278  5.50837
H  0.99845  6.28286  1.61657
H  -0.09377  3.42621  -1.38063
H  3.07238  -1.69757  0.92348
H  3.38464  -3.03148  -0.19590
H  -2.49166  -3.09805  -1.45324
H  0.41864  5.73556  -0.71374
H  -2.04435  -3.76553  5.19251
H  0.67681  -2.42638  6.68105
H  -4.05232  -1.91828  2.30732
H  -3.45383  -3.38526  0.02624
H  2.06942  0.20732  -1.17506
H  0.50886  -4.31516  2.43176
H  -4.61330  -0.29021  2.77676
H  -4.65127  0.26349  -2.04248
H  -0.06407  -2.11917  2.42295
H  -3.20317  1.28364  -1.87442
H  2.18223  -4.40896  4.38788
H  1.59434  -4.33034  6.05791
H  1.05597  -0.01007  6.85321
H  0.96278  -2.29847  -0.32469
H  1.09937  4.51289  3.32570
H  1.80434  -2.04671  -1.86585
H  -4.92588  -0.89044  1.12806
H  -1.86645  -4.17809  -0.17271
H  -0.90047  -3.94607  6.53304
H  1.15928  -5.69418  5.04085

Results of the Löwdin charge analysis, in e, for atoms 1 through 6: Ir 1.47; S 1.29; P 0.50; O -0.26; O -0.32; O -0.30

---

(2)
DFT (ωB97M-V with the def2-TZVPD basis set) results for a single C22H31N3O6S2 molecule.

## Properties
HOMO level in eV: -8.4
E in eV: -61742.145
LUMO level in eV: 0.4
SMILES: C[C@@H]1C(SC2CN(C3=NCCS3)C2)=C(C(=O)OCOC(=O)C(C)(C)C)N2C(=O)[C@H]([C@@H](C)O)[C@H]12

Element x y z (Å)
S  -0.83430  -0.17075  -1.55666
S  -3.33046  -1.13054  2.94311
O  1.08327  2.10065  -0.86810
O  3.12281  1.13593  -0.97164
O  4.13047  -1.11536  1.47891
O  1.13735  2.69813  -3.09223
O  -1.04175  3.07157  -2.70425
O  1.26987  -4.51380  2.50645
N  1.85062  -0.52788  1.29733
N  -1.58903  0.82004  3.22076
N  -2.70797  0.81754  1.19127
C  2.09487  -2.29021  2.40201
C  -2.32499  -1.16052  4.45625
C  0.13745  -0.55138  -0.14017
C  -1.84056  1.67355  0.38729
C  -0.37315  2.10687  -4.82635
C  -0.13275  -1.74476  0.76625
C  1.31376  0.04302  0.15236
C  2.34606  -3.74239  2.00569
C  2.96159  -1.26389  1.66599
C  1.44423  3.10359  -1.78591
C  -0.17451  2.66495  -3.42740
C  3.68829  -4.19072  2.58063
C  -2.41925  0.33376  2.40351
C  -3.18092  0.06401  0.03902
C  1.98155  1.11964  -0.61723
C  0.08566  3.19432  -5.80750
C  0.88577  -1.46270  1.88910
C  -0.00238  -3.03413  -0.04032
C  -2.18694  0.83087  -0.84151
C  -1.58442  0.19762  4.50806
C  0.46570  0.84036  -5.00942
C  -1.85573  1.79693  -5.03003
H  4.47102  -3.51240  2.25350
H  2.52473  3.27999  -1.76325
H  -0.08731  -3.89216  0.61976
H  0.94691  -3.06582  -0.56987
H  -0.79923  1.67978  0.70961
H  -1.13997  -1.71361  1.18644
H  -0.79970  -3.07461  -0.77928
H  0.17567  0.08618  -4.28127
H  1.51276  -5.44512  2.46089
H  -1.63511  -2.00221  4.37944
H  -2.59665  1.37308  -1.68973
H  3.65023  -4.18938  3.66806
H  -2.07469  0.87334  5.21945
H  -0.50248  4.10022  -5.67697
H  2.18120  -2.22080  3.48879
H  0.30741  0.43955  -6.00783
H  -2.20814  2.69904  0.33190
H  -2.98124  -1.30789  5.31054
H  -4.23143  0.27054  -0.18022
H  0.35754  -0.98161  2.71817
H  -3.03853  -1.01675  0.10622
H  1.13452  3.43085  -5.64751
H  2.38804  -3.82913  0.90985
H  1.52213  1.05755  -4.88172
H  -2.46004  2.67441  -4.81483
H  0.86567  3.99116  -1.50604
H  -2.16493  0.99380  -4.36506
H  3.93017  -5.19559  2.23881
H  -0.04160  2.84275  -6.82862
H  -2.03444  1.48836  -6.05656
H  -0.55076  0.06118  4.83840

Results of the Löwdin charge analysis, in e, for atoms 1 through 6: S 1.03; S 0.93; O 0.02; O 0.17; O 0.14; O 0.04

---

(3)
DFT (ωB97M-V with the def2-TZVPD basis set) results for a single C22H31N5O4 molecule.

## Properties
HOMO level in eV: -8.3
Energy relative to the best compared isomer or geometry (same formula, charge and spin) in kcal/mol: 46.1
E in eV: -38957.917
LUMO level in eV: 0.7
SMILES: COc1cccc(CN2CCNC(=O)[C@H]2CC(=O)NCCn2nc(C)cc2C)c1OC

Element x y z (Å)
O  3.72111  -1.54438  0.73779
O  1.50493  -2.29316  -0.82769
O  -3.91102  -1.57664  -0.66419
O  -2.70440  1.39741  -0.89152
N  -0.54779  0.61647  2.13577
N  -0.32515  -0.01576  -3.15405
N  -2.20884  -1.14694  0.76220
N  -1.66760  0.98464  2.76761
N  -2.66681  1.38559  -3.12353
C  -2.44460  2.19196  4.81570
C  -0.02194  1.71469  4.00877
C  -2.95521  0.67922  2.19774
C  0.46311  1.05134  2.87308
C  1.26103  -2.66313  0.51669
C  3.58650  1.19291  -1.72335
C  -2.73183  -1.36128  -0.46544
C  -1.17206  -0.10780  -4.32262
C  -3.06222  -0.81610  1.87688
C  -1.39755  1.65483  3.90831
C  1.88114  0.81999  2.48770
C  2.56471  0.74041  -2.52888
C  3.98206  0.44517  -0.62732
C  -1.69801  -1.42750  -1.57627
C  0.81818  -0.91818  -3.16388
C  -2.01888  1.15860  -4.39193
C  -1.08369  -0.04143  -1.91781
C  -2.20751  0.98730  -1.92433
C  1.89449  -0.43658  -2.22372
C  3.33561  -0.73971  -0.30336
C  2.24051  -1.16474  -1.08315
C  4.85861  -1.18595  1.48153
H  -3.07418  2.91533  4.29768
H  -4.08625  -1.06354  1.58906
H  -1.37201  2.01220  -4.63566
H  2.11962  -3.17236  0.95742
H  -3.72888  0.97497  2.90560
H  -3.07678  1.23282  1.26050
H  -2.78114  1.06468  -5.17077
H  2.26388  1.29589  -3.40298
H  4.09945  2.11466  -1.95088
H  1.22957  -0.90180  -4.17748
H  -1.97026  2.68708  5.65868
H  -0.54283  -0.16379  -5.21330
H  -3.08061  1.39281  5.19735
H  5.75110  -1.13165  0.84992
H  -0.89642  -2.10306  -1.28045
H  0.41283  -3.34789  0.48239
H  2.52452  1.53319  2.99819
H  -3.40670  2.07393  -3.09517
H  -2.20251  -1.83184  -2.45517
H  -2.76976  -1.41285  2.74814
H  -1.82972  -0.99183  -4.31747
H  4.80868  0.79190  -0.02873
H  -1.27675  -0.75173  0.85281
H  4.98717  -1.98028  2.21587
H  2.00064  0.93136  1.41164
H  2.18997  -0.18839  2.76595
H  0.54944  -1.95468  -2.92609
H  0.99996  -1.79393  1.12503
H  4.72074  -0.23329  2.00242
H  -0.40192  0.24580  -1.10823
H  0.55232  2.17503  4.78696

Results of the Löwdin charge analysis, in e, for atoms 1 through 6: O -0.11; O -0.09; O 0.06; O 0.06; N 0.12; N -0.11